Model 1:
Density functional theory data (the ωB97M-V functional and the def2-TZVPD basis) for the ion C4H10N3 with charge +1.

Its orbital gap (spin up / spin down) is 7.93 / 8.38 eV. The charge is +1.

Last column: Löwdin charge in e.
Cartesian coordinates (Å):
C (-1.07, 0.92, 0.56)  -0.15
C (-1.12, -0.42, 0.49)  -0.03
C (0.61, -0.19, -1.23)  0.09
C (0.82, -2.09, 0.36)  0.04
N (-0.59, 1.78, -0.37)  -0.07
N (-0.14, 2.97, 0.04)  0.08
N (-0.14, -1.15, -0.38)  -0.17
H (-1.51, 1.47, 1.48)  0.17
H (-1.61, -1.06, 1.14)  0.10
H (-0.04, 0.32, -1.97)  0.10
H (1.67, 0.06, -0.93)  0.11
H (0.79, -3.05, -0.20)  0.12
H (1.85, -1.83, 0.35)  0.09
H (0.48, -2.31, 1.33)  0.08
H (0.18, 2.95, 1.00)  0.11
H (0.49, 3.40, -0.63)  0.13
H (-0.68, -1.78, -1.05)  0.21

Model 2:
Density functional theory data (the ωB97M-V functional and the def2-TZVPD basis) for the ion C4H10N3 with charge +1.

Its orbital gap (spin up / spin down) is 7.34 / 9.21 eV. The charge is +1.

Last column: Löwdin charge in e.
Cartesian coordinates (Å):
C (-0.72, -0.25, -0.08)  0.02
C (1.56, -0.95, 0.02)  -0.13
C (2.28, 0.42, 0.49)  -0.31
C (-2.87, 0.72, -0.52)  -0.03
N (0.21, -0.99, 0.46)  0.05
N (1.93, 1.51, -0.24)  0.12
N (-2.00, -0.32, -0.03)  0.03
H (1.63, -1.00, -1.07)  0.13
H (2.11, -1.78, 0.47)  0.13
H (2.04, 0.59, 1.55)  0.11
H (3.34, 0.15, 0.37)  0.14
H (-3.41, 1.17, 0.31)  0.10
H (-2.27, 1.50, -1.00)  0.10
H (-3.59, 0.31, -1.23)  0.10
H (0.07, -1.40, 1.38)  0.18
H (2.18, 1.47, -1.22)  0.06
H (-2.49, -1.14, 0.35)  0.19

model 2 wins, 1.073 eV ahead of the next structure.

Model 1:
Density functional theory data (the ωB97M-V functional and the def2-TZVPD basis) for a cluster of 2 separate species, C4H10N3 in total.

Its orbital gap is 8.55 eV. The charge is +1.

Last column: Löwdin charge in e.
Cartesian coordinates (Å):
C (-1.95, 0.25, 0.53)  -0.22
C (-2.86, -0.30, -0.28)  -0.16
C (1.00, -1.31, 0.14)  -0.01
C (1.01, 1.18, 0.38)  0.04
N (-1.07, 1.28, 0.24)  -0.01
N (-3.64, -0.96, -0.85)  0.20
N (1.27, 0.08, -0.37)  -0.09
H (-1.85, -0.20, 1.43)  0.09
H (-0.06, -1.26, 0.11)  0.04
H (1.45, -2.01, -0.56)  0.10
H (1.38, -1.34, 1.18)  0.11
H (1.06, 0.94, 1.46)  0.13
H (1.21, 2.13, -0.02)  0.10
H (-1.28, 1.77, -0.73)  0.19
H (-4.69, -0.91, -1.08)  0.16
H (-1.39, 2.06, 0.88)  0.15
H (1.40, 0.10, -1.45)  0.20

Model 2:
Density functional theory data (the ωB97M-V functional and the def2-TZVPD basis) for the ion C4H10N3 with charge +1.

Its orbital gap is 8.92 eV. The charge is +1.

Last column: Löwdin charge in e.
Cartesian coordinates (Å):
C (1.94, -0.73, -0.92)  -0.05
C (1.32, -0.52, 0.46)  -0.45
C (-2.03, -0.22, -0.69)  -0.07
C (1.38, 0.90, 0.89)  -0.10
N (-0.07, -1.04, 0.37)  0.14
N (-1.01, -0.48, -0.08)  0.00
N (-3.28, 0.31, -0.30)  0.19
H (1.43, -0.01, -1.57)  0.08
H (2.96, -0.35, -0.69)  0.10
H (1.85, -1.16, 1.25)  0.16
H (1.72, -1.79, -1.25)  0.11
H (1.00, 1.70, 0.25)  0.08
H (2.51, 1.18, 1.14)  0.14
H (0.89, 0.94, 1.89)  0.08
H (-3.11, 1.03, 0.50)  0.23
H (-3.85, -0.49, -0.09)  0.16
H (-3.65, 0.74, -1.17)  0.18

Model 3:
Density functional theory data (the ωB97M-V functional and the def2-TZVPD basis) for a cluster of 2 separate species, C4H10N3 in total.

Its orbital gap is 9.44 eV. The charge is +1.

Last column: Löwdin charge in e.
Cartesian coordinates (Å):
C (-2.51, 0.79, 0.42)  -0.11
C (-2.45, -0.45, 0.12)  -0.10
C (2.63, 0.30, 0.14)  -0.15
C (0.80, -1.04, 0.01)  -0.02
N (2.18, -1.05, 0.00)  0.07
N (0.36, 0.22, -0.14)  0.03
N (1.40, 1.13, 0.00)  0.04
H (-2.70, 1.63, -0.27)  0.09
H (-2.46, 1.10, 1.47)  0.09
H (-2.52, -0.67, -0.96)  0.09
H (3.19, 0.42, 1.12)  0.14
H (3.45, 0.58, -0.63)  0.15
H (0.18, -1.91, 0.19)  0.16
H (2.69, -1.81, 0.41)  0.15
H (-0.69, 0.59, -0.05)  0.14
H (1.20, 1.82, -0.66)  0.12
H (-2.25, -1.26, 0.89)  0.11

Model 4:
Density functional theory data (the ωB97M-V functional and the def2-TZVPD basis) for a cluster of 2 separate species, C4H10N3 in total.

Its orbital gap is 11.01 eV. The charge is +1.

Last column: Löwdin charge in e.
Cartesian coordinates (Å):
C (1.70, 1.49, -0.44)  -0.06
C (1.04, -0.75, 0.23)  -0.23
C (-1.43, 0.43, -0.99)  -0.06
C (-1.62, -0.30, 1.22)  0.06
N (1.72, 0.15, -0.11)  0.11
N (1.00, -1.95, 0.54)  0.24
N (-0.94, -0.20, 0.17)  -0.09
H (1.54, 1.44, -1.51)  0.11
H (2.67, 1.73, -0.10)  0.10
H (-0.71, 1.17, -1.08)  0.05
H (-2.45, 0.76, -1.02)  0.11
H (-1.36, -0.15, -1.88)  0.10
H (0.96, 2.08, 0.04)  0.09
H (-1.07, -0.83, 1.98)  0.09
H (-2.67, -0.11, 1.50)  0.12
H (1.53, -2.63, 0.94)  0.13
H (0.08, -2.34, 0.54)  0.13

model 3 wins, 0.442 eV ahead of the next structure.

Model 1:
Density functional theory data (the ωB97M-V functional and the def2-TZVPD basis) for the ion C4H10N3 with charge +1.

Its orbital gap is 9.53 eV. As for the SMILES: [H]/N=C(N)/C=C(\C)[NH3+]. The charge is +1.

Last column: Löwdin charge in e.
Cartesian coordinates (Å):
H (0.68, -1.93, 2.32)  0.08
N (0.96, -1.30, 1.57)  0.11
C (0.41, -0.18, 1.65)  -0.38
N (-0.60, 0.16, 2.60)  0.12
C (0.91, 0.50, 0.16)  0.07
C (0.11, 0.27, -0.82)  -0.29
C (-1.26, -0.28, -0.98)  0.00
N (0.78, 0.58, -2.15)  0.23
H (-1.16, 0.88, 2.30)  0.04
H (-0.45, -0.06, 3.62)  0.14
H (1.93, 0.77, 0.11)  0.10
H (-1.59, -0.35, -1.95)  0.06
H (-2.00, 0.36, -0.42)  0.12
H (-1.38, -1.18, -0.46)  0.08
H (1.00, -0.30, -2.63)  0.18
H (1.59, 1.09, -2.13)  0.12
H (0.05, 0.99, -2.80)  0.20

Model 2:
Density functional theory data (the ωB97M-V functional and the def2-TZVPD basis) for the ion C4H10N3 with charge +1.

Its orbital gap is 8.38 eV. The charge is +1.

Last column: Löwdin charge in e.
Cartesian coordinates (Å):
C (0.66, -0.76, -0.65)  -0.35
C (-0.13, 0.32, -1.37)  -0.17
C (-1.24, 0.91, -0.61)  0.03
C (-0.55, -0.07, 1.39)  -0.19
N (0.47, -0.73, 0.63)  0.08
N (1.54, -1.60, -1.07)  0.22
N (-0.06, 0.81, 2.29)  0.09
H (0.64, 1.05, -1.60)  0.13
H (-0.34, -0.13, -2.39)  0.15
H (-1.00, 1.87, -0.21)  0.06
H (-2.29, 0.61, -0.53)  0.08
H (-1.26, -0.64, 1.87)  0.11
H (1.24, -1.26, 1.16)  0.21
H (1.97, -1.48, -2.03)  0.19
H (2.10, -2.06, -0.39)  0.13
H (-0.59, 0.85, 3.13)  0.11
H (0.71, 1.41, 1.93)  0.14

Model 3:
Density functional theory data (the ωB97M-V functional and the def2-TZVPD basis) for the ion C4H10N3 with charge +1.

Its orbital gap is 8.40 eV. As for the SMILES: CC=[N+]=NCNC. The charge is +1.

Last column: Löwdin charge in e.
Cartesian coordinates (Å):
C (1.01, 1.90, 1.24)  -0.05
C (1.24, 0.51, 1.47)  -0.10
N (0.39, -0.38, 1.62)  0.08
N (-0.54, -1.09, 1.62)  0.20
C (-1.18, -1.38, 0.32)  -0.20
N (-0.84, -0.45, -0.65)  -0.11
C (-0.36, -0.90, -1.93)  -0.07
H (1.35, 2.65, 2.10)  0.16
H (-0.01, 2.16, 1.01)  0.09
H (1.61, 2.19, 0.41)  0.08
H (2.39, 0.29, 1.69)  0.21
H (-0.76, -2.38, 0.04)  0.15
H (-2.37, -1.49, 0.56)  0.19
H (-1.32, 0.39, -0.76)  0.11
H (0.22, -0.08, -2.28)  0.09
H (0.34, -1.72, -1.75)  0.09
H (-1.16, -1.25, -2.53)  0.08

Model 4:
Density functional theory data (the ωB97M-V functional and the def2-TZVPD basis) for the ion C4H10N3 with charge +1.

Its orbital gap is 7.74 eV. The charge is +1.

Last column: Löwdin charge in e.
Cartesian coordinates (Å):
C (-0.39, -1.12, 0.87)  -0.07
C (0.60, -0.04, 1.35)  -0.14
C (0.95, 0.48, -1.01)  -0.17
C (-1.09, -0.47, -0.34)  -0.42
N (-0.10, -0.44, -1.40)  0.02
N (-1.43, 0.83, 0.05)  0.28
N (0.66, 0.96, 0.32)  0.05
H (0.11, -2.03, 0.53)  0.13
H (-1.10, -1.37, 1.66)  0.13
H (0.25, 0.44, 2.27)  0.14
H (1.58, -0.48, 1.54)  0.14
H (1.89, -0.09, -0.99)  0.15
H (1.08, 1.32, -1.71)  0.15
H (-1.97, -1.05, -0.64)  0.19
H (-0.42, -0.32, -2.35)  0.14
H (-1.57, 1.48, -0.72)  0.11
H (0.94, 1.90, 0.58)  0.18

model 2 wins, 0.121 eV ahead of the next structure.

Model 1:
Density functional theory data (the ωB97M-V functional and the def2-TZVPD basis) for a structure of composition Cl2H3PSi.

Its orbital gap is 8.78 eV.

Last column: Löwdin charge in e.
Cartesian coordinates (Å):
Si (0.66, -0.36, 0.45)  -0.14
P (-1.14, -0.72, -0.74)  0.54
Cl (1.20, 2.31, -0.17)  -0.30
Cl (1.97, -1.70, -0.15)  0.31
H (0.39, 0.17, 1.91)  -0.05
H (-1.02, 0.44, -1.40)  -0.20
H (-2.05, -0.14, 0.10)  -0.16

Model 2:
Density functional theory data (the ωB97M-V functional and the def2-TZVPD basis) for a cluster of 2 separate species, Cl2H3PSi in total.

Its orbital gap is 10.06 eV.

Last column: Löwdin charge in e.
Cartesian coordinates (Å):
Si (0.45, -0.28, -0.47)  -0.61
P (-0.80, 0.01, 1.38)  0.53
Cl (-0.31, -1.65, -1.67)  0.28
Cl (2.25, -0.88, 0.38)  0.17
H (0.71, 0.90, -1.09)  -0.12
H (-1.97, 0.68, 0.01)  0.03
H (-0.33, 1.22, 1.46)  -0.28

model 2 wins, 0.655 eV ahead of the next structure.

Model 1:
Density functional theory data (the ωB97M-V functional and the def2-TZVPD basis) for a cluster of 2 separate species, C4H13N3O in total.

Its orbital gap (spin up / spin down) is 3.77 / 6.68 eV. As for the multiplicity: 2. The charge is -1.

Last column: Löwdin charge in e.
Cartesian coordinates (Å):
C (1.54, -0.40, -1.00)  -0.48
O (1.21, 0.41, 0.04)  -0.38
C (0.59, -0.25, -2.22)  -0.32
N (1.11, -1.02, -3.35)  -0.05
H (2.55, -0.08, -1.39)  0.08
H (1.58, -1.51, -0.81)  0.09
H (-0.42, -0.59, -1.95)  0.09
H (0.43, 0.83, -2.42)  0.10
H (0.58, -0.87, -4.20)  0.03
H (2.08, -0.79, -3.51)  0.04
C (0.25, 0.76, 2.97)  -0.12
N (-1.03, 0.38, 2.39)  -0.13
C (-1.30, 0.25, 1.09)  -0.34
N (-2.59, 0.03, 0.67)  0.00
H (0.10, 1.73, 3.47)  0.05
H (0.95, 0.91, 2.14)  0.06
H (0.62, 0.02, 3.67)  0.06
H (-1.73, 0.10, 3.08)  0.09
H (-0.45, 0.36, 0.34)  0.07
H (-3.36, -0.12, 1.31)  0.04
H (-2.70, -0.15, -0.31)  0.05

Model 2:
Density functional theory data (the ωB97M-V functional and the def2-TZVPD basis) for a cluster of 2 separate species, C4H13N3O in total.

Its orbital gap (spin up / spin down) is 3.22 / 6.35 eV. As for the multiplicity: 2. The charge is -1.

Last column: Löwdin charge in e.
Cartesian coordinates (Å):
C (-1.56, 0.55, -1.13)  -0.26
C (-1.90, 0.97, -2.34)  -0.44
N (-2.97, 0.53, -3.09)  0.03
N (-0.48, 1.16, -0.38)  0.01
H (-2.16, -0.15, -0.56)  0.10
H (-1.30, 1.73, -2.82)  0.03
H (-2.85, 0.59, -4.08)  0.06
H (-3.42, -0.32, -2.77)  0.08
H (0.32, 0.34, -0.05)  0.06
H (-0.85, 1.65, 0.45)  0.06
H (0.01, 1.87, -0.95)  0.01
C (2.38, -1.03, 2.62)  -0.61
O (2.24, -1.12, 3.93)  -0.33
C (1.06, -0.73, 1.87)  -0.26
N (1.25, -0.64, 0.39)  -0.02
H (3.08, -0.21, 2.26)  0.08
H (2.79, -1.96, 2.10)  0.08
H (0.33, -1.52, 2.08)  0.10
H (0.66, 0.22, 2.24)  0.09
H (1.12, -1.55, -0.03)  0.09
H (2.23, -0.39, 0.23)  0.08

model 1 wins, 0.853 eV ahead of the next structure.

Model 1:
Density functional theory data (the ωB97M-V functional and the def2-TZVPD basis) for a structure of composition C5H8BClO2S.

Its orbital gap is 8.57 eV.

Last column: Löwdin charge in e.
Cartesian coordinates (Å):
B (-2.10, -0.89, 0.04)  -0.64
C (0.34, -0.59, -0.17)  -0.04
C (1.53, 0.16, -0.15)  -0.25
C (-0.90, 0.05, -0.03)  -0.08
C (2.69, -0.41, -0.08)  -0.70
C (-1.06, 1.57, 0.04)  -0.03
O (-1.79, -2.25, 0.24)  0.15
O (-3.31, -0.42, -0.30)  0.21
S (4.18, 1.41, -0.12)  0.46
Cl (3.46, -1.92, 0.23)  0.65
H (0.34, -1.61, -0.21)  0.07
H (1.58, 1.19, -0.33)  0.05
H (-0.27, 1.96, 0.64)  0.07
H (-2.01, 1.85, 0.28)  0.04
H (-0.78, 2.00, -0.95)  0.11
H (-2.34, -2.75, -0.30)  0.07
H (-4.09, -0.86, -0.01)  0.10
H (4.54, 1.51, 1.18)  -0.23

Model 2:
Density functional theory data (the ωB97M-V functional and the def2-TZVPD basis) for the molecule C5H8BClO2S.

Its orbital gap is 8.49 eV. As for the SMILES: C/C(=C\C=C(\S)Cl)B(O)O.

Last column: Löwdin charge in e.
Cartesian coordinates (Å):
C (-1.96, -0.23, -0.10)  -0.06
C (-0.59, -0.42, 0.48)  -0.14
C (0.51, 0.04, -0.14)  -0.10
C (0.55, 0.63, -1.46)  -0.22
C (1.50, 1.46, -1.89)  -0.94
S (1.64, 2.14, -3.49)  0.75
Cl (2.72, 2.19, -0.63)  0.49
B (-0.42, -1.18, 1.85)  -0.65
O (0.84, -1.39, 2.31)  0.17
O (-1.53, -1.61, 2.51)  0.18
H (-2.07, -0.79, -1.03)  0.08
H (-2.13, 0.82, -0.32)  0.09
H (-2.71, -0.58, 0.60)  0.07
H (1.46, -0.04, 0.37)  0.09
H (-0.21, 0.34, -2.17)  0.11
H (2.87, 2.62, -3.34)  -0.15
H (0.92, -1.90, 3.12)  0.10
H (-1.39, -2.09, 3.33)  0.10

model 2 wins, 2.434 eV ahead of the next structure.

Model 1:
Density functional theory data (the ωB97M-V functional and the def2-TZVPD basis) for the molecule C3H4O4.

Its orbital gap is 11.15 eV. As for the SMILES: O=C1OCOCO1.

Last column: Löwdin charge in e.
Cartesian coordinates (Å):
O (-0.10, 1.87, -1.91)  0.08
C (-0.15, 1.25, -0.81)  -0.53
O (1.04, 0.66, -0.23)  -0.05
C (1.02, -0.79, -0.22)  -0.05
O (-0.35, -1.22, 0.39)  -0.05
C (-0.99, -0.24, 1.01)  -0.10
O (-1.20, 0.86, -0.19)  0.08
H (2.02, -0.90, 0.28)  0.13
H (1.34, -1.23, -1.30)  0.18
H (-2.01, -0.54, 0.98)  0.13
H (-0.60, 0.27, 2.00)  0.18

Model 2:
Density functional theory data (the ωB97M-V functional and the def2-TZVPD basis) for the molecule C3H4O4.

Its orbital gap is 10.73 eV. As for the SMILES: C=C(OO)OC=O.

Last column: Löwdin charge in e.
Cartesian coordinates (Å):
C (1.52, -0.81, -0.12)  0.14
C (0.24, -0.43, -0.03)  -0.40
O (-0.73, -1.11, -0.76)  -0.04
O (-1.64, -1.66, 0.24)  0.02
O (-0.14, 0.60, 0.83)  0.05
C (-0.29, 1.79, 0.17)  -0.28
O (-0.13, 2.02, -1.02)  0.09
H (2.29, -0.32, 0.46)  0.08
H (1.81, -1.62, -0.77)  0.08
H (-2.35, -1.01, 0.10)  0.11
H (-0.59, 2.55, 0.90)  0.15

model 1 wins, 1.179 eV ahead of the next structure.